--- one ---
Molecular formula: C3H6N2O
Method: DFT, wB97M-V/def2-TZVPD

Output
SMILES = C/N=C/NC=O
Kohn-Sham gap = 10.606 eV
HOMO level = -9.65 eV

Geometry as ORCA input:
```
! wB97M-V def2-TZVPD RIJCOSX def2/J DEFGRID3
* xyz 0 1
C 1.831 -0.494 1.166
N 1.224 -0.260 -0.136
C -0.038 -0.295 -0.168
N -0.740 0.371 -1.170
C -2.101 0.594 -1.098
O -2.706 1.391 -1.776
H 1.163 -0.172 1.981
H 2.072 -1.539 1.372
H 2.753 0.104 1.205
H -0.680 -0.733 0.610
H -0.183 1.071 -1.650
H -2.593 -0.038 -0.336
*
```

natural (NBO) atomic charge list, values in e, 2 entries: -0.44, -0.46

--- two ---
Molecular formula: C3H6N2O
Method: DFT, wB97M-V/def2-TZVPD

Output
SMILES = C1=NCCON1
Kohn-Sham gap = 10.258 eV
HOMO level = -9.24 eV

Geometry as ORCA input:
```
! wB97M-V def2-TZVPD RIJCOSX def2/J DEFGRID3
* xyz 0 1
C -0.381 -1.166 0.829
N 0.705 -1.186 0.185
C 0.886 -0.106 -0.744
C 0.293 1.129 -0.297
O -1.070 0.677 -0.494
N -1.412 -0.062 0.711
H -0.829 -2.065 1.481
H 1.998 -0.046 -0.714
H 0.679 -0.629 -1.832
H 0.644 1.273 0.662
H 0.318 1.766 -1.208
H -1.831 0.415 1.421
*
```

natural (NBO) atomic charge list, values in e, 2 entries: 0.24, -0.46

Most stable structure - one; separation to the second - 94.2 kcal/mol.

--- one ---
Molecular formula: C3H6N2O
Method: DFT, wB97M-V/def2-TZVPD

Output
Kohn-Sham gap = 10.378 eV
HOMO level = -9.52 eV

Geometry as ORCA input:
```
! wB97M-V def2-TZVPD RIJCOSX def2/J DEFGRID3
* xyz 0 1
C 1.191 -1.067 -0.362
C -1.082 -0.298 -0.523
C -0.524 1.553 1.150
O -0.095 -0.991 0.210
N -2.324 -0.454 -0.365
N 0.354 2.300 1.159
H -2.594 -0.637 0.599
H 1.202 2.851 1.149
H -0.735 0.022 -1.512
H 1.136 -1.383 -1.408
H 1.708 -0.101 -0.313
H 1.762 -1.795 0.217
*
```

natural (NBO) atomic charge list, values in e, 2 entries: -0.25, 0.41

--- two ---
Molecular formula: C3H6N2O
Method: DFT, wB97M-V/def2-TZVPD

Output
SMILES = O=C1NCCN1
Kohn-Sham gap = 10.211 eV
HOMO level = -9.30 eV

Geometry as ORCA input:
```
! wB97M-V def2-TZVPD RIJCOSX def2/J DEFGRID3
* xyz 0 1
O -2.609 -0.014 0.007
C -1.400 0.007 -0.004
N -0.579 -1.110 -0.007
C 0.842 -0.804 0.024
C 0.841 0.769 -0.016
N -0.582 1.114 -0.076
H -0.993 -2.030 -0.147
H 1.356 -1.141 0.899
H 1.371 -1.194 -0.859
H 1.413 1.137 -0.857
H 1.294 1.233 0.878
H -0.953 2.034 0.158
*
```

natural (NBO) atomic charge list, values in e, 2 entries: -0.64, 0.78

Most stable structure - two; separation to the second - 80.1 kcal/mol.